1.
{"formula": "C24H27N3O3", "method": "wB97M-V/def2-TZVPD", "e_above_lowest_ev": 3.148, "smiles": "Cc1cccc(C)c1OCc1cc(C(=O)N2CCN(c3ccccc3)C[C@@H]2C)no1", "homo_lumo_gap_ev": 8.6, "homo_energy_ha": -0.2888, "largest_force_ev_per_a": 1.14, "molar_mass_g_mol": 405.50, "total_charge": 0, "lumo_energy_ev": 0.740, "elements": ["C", "C", "C", "C", "C", "C", "C", "O", "C", "C", "C", "C", "N", "O", "C", "O", "N", "C", "H", "C", "N", "C", "C", "C", "C", "C", "C", "H", "H", "H", "H", "H", "C", "H", "C", "C", "H", "H", "H", "H", "H", "H", "H", "H", "H", "H", "H", "C", "H", "H", "H", "H", "H", "H", "H", "H", "H"], "xyz": [[-5.60358, -1.72365, 1.50307], [-6.34461, -0.51642, 1.01217], [-7.71383, -0.39545, 1.20503], [-8.39568, 0.72063, 0.75699], [-7.71144, 1.73975, 0.12156], [-6.34183, 1.65346, -0.08909], [-5.67004, 0.51374, 0.35447], [-4.29216, 0.41416, 0.17143], [-3.93125, -0.20264, -1.05035], [-2.46424, -0.45735, -1.02690], [-1.67782, -1.22960, -0.22264], [-0.36427, -1.01378, -0.71758], [-0.40155, -0.18349, -1.73389], [-1.68967, 0.16688, -1.92828], [0.81702, -1.72297, -0.15442], [0.61394, -2.67725, 0.58308], [2.06083, -1.31014, -0.46933], [2.42515, -0.16200, -1.26298], [1.52633, 0.33078, -1.62865], [3.27647, 0.81382, -0.43796], [4.41903, 0.10695, 0.08836], [5.62071, 0.76284, 0.32951], [6.78797, 0.01446, 0.51581], [8.00538, 0.63455, 0.70620], [8.10033, 2.01670, 0.70545], [6.95521, 2.76814, 0.51355], [5.72925, 2.15514, 0.33208], [4.85184, 2.77139, 0.20993], [7.01060, 3.84734, 0.51538], [9.05440, 2.49965, 0.85140], [8.89157, 0.03242, 0.84628], [6.74280, -1.06400, 0.49208], [4.00605, -0.98476, 0.94214], [4.87492, -1.47278, 1.37947], [3.19256, -2.00206, 0.13404], [4.05599, -2.69423, -0.91854], [3.43012, -3.25424, -1.60874], [4.73595, -3.38734, -0.43042], [4.64447, -1.96775, -1.47314], [2.76876, -2.75160, 0.80981], [3.37629, -0.60471, 1.76487], [3.61167, 1.61361, -1.09841], [2.65746, 1.24597, 0.36612], [3.01006, -0.50170, -2.12320], [-1.95428, -1.86097, 0.59317], [-4.16878, 0.44639, -1.90485], [-4.46804, -1.15525, -1.17033], [-5.60189, 2.76216, -0.77548], [-6.01391, 3.72696, -0.48860], [-5.69378, 2.66735, -1.85841], [-4.54736, 2.73371, -0.51265], [-8.24074, 2.61846, -0.21716], [-9.46135, 0.80042, 0.91186], [-8.24504, -1.18640, 1.71415], [-5.66353, -2.53213, 0.77299], [-4.55623, -1.48178, 1.66515], [-6.03622, -2.08136, 2.43438]], "atomic_forces_ev_per_a": [[0.04, 0.03, -0.05], [0.20, 0.06, -0.03], [0.05, 0.05, -0.05], [-0.09, 0.01, 0.01], [0.04, -0.07, 0.01], [0.20, -0.05, 0.03], [-0.23, -0.01, -0.05], [-0.28, 0.11, 0.24], [0.02, -0.04, -0.32], [0.36, -0.62, 0.73], [-0.27, 0.43, -0.51], [-1.08, 0.30, -0.21], [0.82, -0.17, -0.08], [-0.54, 0.09, -0.01], [0.44, -0.17, 0.02], [-0.35, 0.04, 0.00], [0.10, -0.06, 0.12], [0.02, 0.62, -0.10], [0.34, -0.03, 0.02], [-0.12, -0.13, -0.27], [-0.18, -0.06, -0.12], [0.28, 0.18, 0.00], [-0.04, -0.04, 0.07], [0.02, -0.01, 0.05], [0.09, 0.13, 0.01], [0.16, 0.03, 0.01], [-0.22, -0.08, 0.00], [-0.09, 0.02, -0.01], [0.00, 0.08, 0.00], [0.08, 0.04, 0.01], [0.06, -0.05, 0.00], [-0.02, -0.10, -0.04], [-0.16, -0.26, 0.05], [-0.04, 0.01, -0.01], [0.26, -0.36, 0.33], [-0.18, 0.09, 0.14], [-0.02, -0.08, -0.08], [0.11, -0.08, 0.03], [0.07, 0.01, -0.10], [0.13, 0.22, -0.12], [0.07, -0.04, -0.01], [-0.04, -0.01, 0.04], [0.02, 0.05, -0.04], [-0.04, 0.08, 0.00], [-0.11, -0.15, 0.17], [-0.02, -0.12, 0.09], [0.06, 0.17, 0.00], [0.05, -0.05, -0.01], [0.00, 0.07, -0.02], [0.05, 0.06, -0.06], [0.05, 0.08, -0.05], [-0.04, 0.11, -0.03], [-0.09, 0.01, 0.02], [-0.04, -0.09, 0.07], [0.05, -0.09, 0.00], [0.05, -0.08, 0.06], [0.00, -0.06, 0.04]]}



2.
{"formula": "C3H15NO3", "method": "wB97M-V/def2-TZVPD", "e_above_lowest_ev": 8.312, "homo_lumo_gap_ev": 3.5, "homo_energy_ha": -0.3175, "largest_force_ev_per_a": 1.69, "molar_mass_g_mol": 113.16, "total_charge": 0, "lumo_energy_ev": -5.109, "elements": ["C", "N", "C", "C", "H", "H", "H", "H", "H", "H", "H", "H", "H", "H", "H", "O", "H", "H", "O", "H", "H", "O"], "xyz": [[-2.87297, 0.73528, 1.42111], [1.69547, -0.63893, 0.07538], [2.34188, -1.70712, -0.57401], [2.59036, 0.13066, 0.85301], [-3.59096, 0.37137, 2.15447], [-2.45319, 1.71487, 1.65255], [-2.06401, 0.03289, 1.24241], [1.63891, -2.33429, -1.12756], [3.13350, -1.34064, -1.25872], [2.90947, -2.38304, 0.08317], [2.03781, 1.02472, 1.15351], [3.47885, 0.36508, 0.23468], [3.03415, -0.28586, 1.77478], [-0.09601, -0.79691, -0.24963], [-1.41607, -0.92358, -1.03307], [-0.89476, -1.32955, -0.30096], [0.56695, 1.17690, -0.26750], [-3.37718, 0.78167, 0.46080], [-0.14741, 1.78628, -0.06588], [-1.91035, 0.50505, -2.24529], [-0.97555, 1.43155, -0.57474], [-2.07546, 0.75889, -1.32440]], "atomic_forces_ev_per_a": [[-0.18, -0.11, -0.36], [1.46, -0.72, 0.45], [-0.36, -0.86, -0.89], [-0.51, 1.29, -0.04], [0.23, 0.11, 0.26], [-0.18, -0.10, 0.17], [-0.01, -0.07, 0.38], [-0.02, 0.32, 0.02], [-0.19, 0.17, 0.10], [-0.02, 0.27, 0.42], [0.36, 0.12, 0.08], [-0.14, 0.06, 0.12], [-0.38, -0.59, -0.23], [-0.27, 0.16, 0.12], [-0.17, 0.29, 0.52], [0.15, -0.58, -0.34], [-0.12, 0.05, -0.15], [-0.14, 0.23, 0.04], [-0.07, -0.01, -0.13], [0.00, 0.44, -0.04], [0.55, 0.19, 0.20], [0.01, -0.66, -0.71]]}